Entry 1:
Computed, not measured: a molecular structure, C27H30BrFN7O4ReS at a distorted geometry, with ωB97M-V with the def2-TZVPD basis set.

```
72
Properties=species:S:1:pos:R:3
Re -1.8057 -1.7579 1.9806
Br -1.5037 -3.4605 3.7545
C 0.1218 -2.6905 4.5077
C 0.6773 -3.2173 5.6427
C 1.8104 -2.6014 6.1909
C 2.3577 -1.5059 5.5781
C 1.8183 -0.9943 4.3801
C 2.4183 0.0967 3.7194
C 1.9185 0.5378 2.5217
C 0.7627 -0.0316 1.9850
C 0.0660 -1.0610 2.6126
C 0.6526 -1.5851 3.8140
H 0.2431 -4.0786 6.1240
H 2.2413 -2.9933 7.0992
H 3.2226 -1.0156 5.9999
H 3.2824 0.5608 4.1712
H 2.4055 1.3403 1.9894
H 0.3826 0.3492 1.0485
N -4.1648 0.6550 -3.4912
C -3.5072 0.5051 -2.5596
N -2.7637 0.4365 -1.5193
C -2.3865 -0.1966 -0.5509
N -1.9207 -0.6479 0.4479
F -7.3118 -2.6333 -2.3178
C -7.1454 -3.0755 -1.0692
C -6.6459 -2.2579 -0.1221
N -6.4957 -2.6633 1.1731
C -5.8938 -1.8048 2.1554
C -4.3744 -1.8898 2.0786
O -3.6872 -1.1000 2.7904
O -3.8073 -2.6872 1.3207
C -6.7843 -3.9726 1.5638
O -6.6115 -4.3504 2.6944
N -7.2772 -4.7659 0.5658
C -7.5001 -4.4673 -0.7808
O -7.9149 -5.2932 -1.5449
H -6.3854 -1.2372 -0.3603
H -6.2044 -2.1396 3.1532
H -6.1936 -0.7646 2.0129
H -7.4982 -5.7168 0.8444
C 5.4105 4.9780 0.0562
C 4.1709 4.9784 -0.8306
C 3.2649 3.7764 -0.5532
C 2.1472 3.6775 -1.5983
N 1.3351 2.4837 -1.4580
C 1.6864 1.2520 -1.8404
S 0.5623 -0.0037 -1.6456
N 2.8877 1.0204 -2.3505
C 3.3059 -0.2212 -2.9621
C 3.8981 0.0072 -4.3508
C 2.8950 0.4155 -5.4323
C 2.3216 1.8215 -5.2785
H 6.0160 5.8564 -0.1500
H 6.0193 4.0965 -0.1336
H 5.1362 4.9902 1.1083
H 4.4832 4.9659 -1.8777
H 3.6087 5.8992 -0.6694
H 2.8225 3.8717 0.4402
H 3.8671 2.8642 -0.5616
H 2.5778 3.7048 -2.6044
H 1.4827 4.5365 -1.5077
H 0.4162 2.5811 -1.0543
H 3.5220 1.7976 -2.4618
H 2.4381 -0.8825 -3.0123
H 4.0566 -0.6943 -2.3201
H 4.3682 -0.9289 -4.6552
H 4.6833 0.7638 -4.2853
H 2.0815 -0.3098 -5.4595
H 3.4120 0.3558 -6.3912
H 1.6152 1.8755 -4.4534
H 1.7921 2.0977 -6.1867
H 3.1182 2.5485 -5.1246
```

Summary:
- DFT total energy (Eh) = -4881.1794
- spin multiplicity = 2
- <S²> = 0.770
- total charge = +1
- relative energy (zero: lowest compared OMol25 entry of this formula, charge and spin) (kJ/mol) = 63.3

Löwdin atomic charge list, values in e, 4 entries: 1.42, 0.95, -0.49, -0.08

***

Entry 2:
Computed, not measured: a single C27H30ClFO8P2 molecule at a distorted geometry, with ωB97M-V with the def2-TZVPD basis set.

```
69
Properties=species:S:1:pos:R:3
C 0.5521 4.5208 -2.4122
C 0.8915 2.9335 -2.1636
F 2.3644 2.6792 -2.0350
C 0.1909 1.9230 -3.2874
C -0.5939 0.7496 -2.3909
C 0.2015 -0.6543 -1.9521
C 1.7909 -0.9552 -2.3755
C 2.7817 -0.7269 -1.0524
C 2.0251 0.0165 0.2034
O 4.0511 -0.0592 -1.3790
C 5.2159 -0.8396 -0.8443
C 5.3016 -0.8456 0.7936
C 6.2334 0.2367 1.6576
C 6.2870 0.2563 3.3136
C 5.4174 -0.8110 4.2443
C 4.5163 -1.9366 3.3984
C 4.4669 -1.9421 1.7352
C -0.6710 -1.7556 -1.0460
C 0.0844 -3.1838 -0.6261
C -0.1242 -4.2279 -1.9158
O 0.9353 -4.7934 -2.5585
Cl -1.8025 -4.6897 -2.6087
C -2.2153 -1.4856 -0.5637
C -2.9516 -0.0636 -1.0469
C -2.1537 1.0637 -1.9800
P -3.1432 2.6408 -2.4978
P -3.1452 4.1406 -0.8819
O -2.6548 5.5018 -1.5605
O -2.1088 3.5660 0.3939
O -4.8245 4.3473 -0.4112
C -4.5257 0.1218 -0.5374
O -5.5057 0.6604 -1.2668
C -4.8303 -0.4832 0.9920
C -4.1655 -1.7770 1.4273
C -4.4954 -2.4190 2.9353
C -5.0206 -1.2984 4.0151
O -6.4894 -1.0328 3.8614
C -3.1034 -2.5399 0.3840
O -2.9842 -3.8728 0.3289
H 0.0732 4.9498 -1.4064
H 1.5975 5.0823 -2.5291
H -0.1918 4.7353 -3.2901
H 0.4357 2.6570 -1.0981
H -0.5215 2.4790 -4.0324
H 1.0635 1.4634 -3.9501
H 2.1569 -0.2952 -3.2699
H 1.8583 -2.0852 -2.7517
H 3.0652 -1.8213 -0.6770
H 1.4738 1.0163 -0.0974
H 2.7726 0.3178 1.0784
H 1.2945 -0.7844 0.6829
H 6.2070 -0.3543 -1.2869
H 5.2064 -1.9522 -1.2110
H 6.8592 1.0250 1.0601
H 6.9628 1.0442 3.8661
H 5.4283 -0.8243 5.4238
H 3.9212 -2.7007 4.0579
H 3.7846 -2.7543 1.2404
H 1.2548 -3.0398 -0.5208
H -0.2980 -3.6274 0.3870
H -2.5049 3.2957 -3.6453
H -2.2663 2.5691 0.4232
H -4.8727 4.7183 0.5328
H -5.5581 0.1290 1.6774
H -5.3962 -3.1762 2.7413
H -3.5605 -2.9851 3.3563
H -4.8942 -1.7589 5.1003
H -4.4874 -0.2547 3.9171
H -6.6620 -0.0329 3.9306
```

Summary:
- DFT total energy (Eh) = -2890.5739
- spin multiplicity = 1

Löwdin atomic charge list, values in e, 4 entries: -0.07, -0.27, -0.11, -0.12

***

Entry 3:
Computed, not measured: a molecular structure, C27H30F5IrNO2Si at a distorted geometry, with ωB97M-V with the def2-TZVPD basis set.

```
67
Properties=species:S:1:pos:R:3
Ir -0.4462 -0.4104 -1.0974
C -2.0284 1.4448 -2.8537
Si -0.3294 2.2843 -2.8451
C 0.0127 3.1579 -4.4767
C -0.2020 3.5276 -1.4256
N 0.6639 0.8822 -2.3739
C 1.9066 0.5529 -2.7217
C 2.7045 1.2840 -3.6469
C 3.9617 0.8601 -3.9811
C 4.4975 -0.3029 -3.4125
C 3.7558 -1.0429 -2.4988
C 2.4911 -0.6218 -2.1612
O 1.6793 -1.2622 -1.2729
C 2.1031 -2.4748 -0.6949
C 2.7058 -2.4359 0.5508
C 3.0823 -3.6301 1.1469
C 2.8425 -4.8362 0.5016
C 2.2309 -4.8537 -0.7449
C 1.8488 -3.6660 -1.3500
H -2.8353 2.1767 -2.7954
H -2.1484 0.7801 -1.9780
H -2.1802 0.8464 -3.7516
H -0.8647 3.7621 -4.7144
H 0.1724 2.4627 -5.3015
H 0.8649 3.8346 -4.4130
H -0.5598 4.5004 -1.7640
H 0.8210 3.6474 -1.0684
H -0.8283 3.2138 -0.5903
H 2.2893 2.1795 -4.0838
H 4.5465 1.4258 -4.6928
H 5.4914 -0.6318 -3.6801
H 4.1657 -1.9396 -2.0554
H 2.8834 -1.4805 1.0296
H 3.5697 -3.6166 2.1122
H 3.1337 -5.7648 0.9725
H 2.0564 -5.7936 -1.2499
H 1.3625 -3.6582 -2.3176
C -1.2823 1.0450 5.2953
C -1.7958 0.4534 4.0312
C -3.0914 0.6303 3.6096
C -3.5688 0.0860 2.4041
C -4.9533 0.4252 1.9608
C -2.7092 -0.7139 1.6117
C -3.1508 -1.0825 0.2851
O -2.4175 -1.2009 -0.6936
C -1.4220 -1.0249 2.0775
C -0.5766 -2.0623 1.4472
C -0.9440 -0.3640 3.2296
H -2.0552 1.5939 5.8259
H -0.4494 1.7215 5.0877
H -0.8919 0.2662 5.9542
H -3.7603 1.2278 4.2155
H -5.4672 1.0117 2.7176
H -5.5434 -0.4724 1.7665
H -4.9316 1.0134 1.0413
H -4.2306 -1.1461 0.1140
H -1.1218 -2.9990 1.3232
H 0.3264 -2.2461 2.0256
H -0.2478 -1.6974 0.4657
H 0.0410 -0.6089 3.6124
F 0.6753 0.4426 1.2622
C -0.3943 0.8668 1.9118
F -1.2909 1.1852 0.9864
C -0.0995 2.0562 2.8269
F -1.2444 2.4744 3.3566
F 0.7232 1.6707 3.7938
F 0.4536 3.0468 2.1545
```

Summary:
- DFT total energy (Eh) = -2144.4930
- spin multiplicity = 2
- <S²> = 0.800
- total charge = +2
- relative energy (zero: lowest compared OMol25 entry of this formula, charge and spin) (kJ/mol) = 330.9

Löwdin atomic charge list, values in e, 4 entries: 0.94, -0.16, 0.50, -0.16

***

Entry 4:
Computed, not measured: a molecular structure, C27H30FN8O4S5Y at a distorted geometry, with ωB97M-V with the def2-TZVPD basis set.

```
76
Properties=species:S:1:pos:R:3
Y 0.0673 -0.3196 -1.4126
C -1.2431 -1.3329 5.2987
N -0.0752 -1.0020 4.5610
C 0.5698 -1.8294 3.6512
C 1.6944 -1.2856 3.2113
N 1.7796 -0.0279 3.7955
C 0.7991 0.1095 4.7693
S 0.3521 1.4340 5.5986
C 2.8336 0.9063 3.3773
C 4.1624 0.5440 3.3557
C 5.1897 1.4081 2.8894
C 4.7345 2.6314 2.4429
C 3.3799 2.9818 2.5733
N 2.4013 2.1664 3.0413
H -1.4834 -2.3827 5.2016
H -2.0841 -0.7118 5.0433
H -0.9640 -1.2115 6.3303
H 0.1662 -2.8838 3.4619
H 2.5763 -1.6274 2.7289
H 4.3472 -0.5513 3.4825
H 6.2174 1.1003 2.9310
H 5.3993 3.3211 1.9071
H 3.0236 3.9943 2.3488
S -0.4804 -2.1522 -3.6142
C 0.7816 -2.9202 -2.6679
N 1.4349 -2.2725 -1.6879
C 2.5849 -2.8882 -1.2902
C 3.6515 -2.1994 -0.6100
C 4.9423 -2.7074 -0.9078
C 5.1258 -3.9010 -1.5742
C 4.0716 -4.6445 -2.0807
C 2.8000 -4.0872 -1.9891
S 1.4424 -4.6489 -2.7936
H 3.3826 -1.4547 0.1075
H 5.8246 -2.0906 -0.6739
H 6.0692 -4.3546 -1.7612
H 4.2246 -5.5137 -2.7886
O 1.9120 0.4192 -3.0401
S 1.1972 1.6830 -3.4139
O -0.2140 1.3455 -3.0294
O 1.6992 2.8781 -2.7762
S 1.0986 1.9214 -5.5350
N -0.6110 2.4457 1.9005
C -0.0891 3.3845 0.9689
C -0.4056 2.9174 -0.3037
N -1.0207 1.6691 -0.1457
C -1.2442 1.5108 1.1732
H -0.5042 2.4212 2.9080
H 0.3041 4.3586 1.2444
H -0.1392 3.2929 -1.2878
H -1.6073 0.6168 1.6292
C 1.0840 4.7332 -5.3658
C 0.5610 3.4483 -5.8967
O -0.1860 3.4765 -6.8338
H 1.3796 5.3912 -6.2037
H 1.8492 4.4021 -4.5822
H 0.2891 5.3538 -4.8372
N -1.8484 -1.2555 -0.1832
C -3.0030 -1.5483 -0.1199
N -4.2904 -1.4986 -0.2810
C -4.9998 -2.3798 -1.1235
C -6.2125 -1.6437 -1.7906
C -6.5915 -0.0994 -1.4012
C -5.6407 0.5418 -0.3704
C -5.0532 -0.5389 0.5599
H -5.4434 -3.2148 -0.5711
H -4.3025 -2.7842 -1.8717
H -7.1164 -2.1590 -1.4459
H -6.2455 -1.7145 -2.8681
H -7.6646 -0.1788 -0.9446
H -6.8000 0.4382 -2.3515
H -6.1671 1.3859 0.0723
H -4.7127 1.0253 -0.7900
H -5.7874 -1.1141 1.0393
H -4.4329 -0.1024 1.3282
F 1.2595 -0.4252 0.2839
```

Summary:
- DFT total energy (Eh) = -3915.0316
- spin multiplicity = 1
- total charge = -2

Löwdin atomic charge list, values in e, 4 entries: 1.30, -0.18, -0.13, -0.12

***

Entry 5:
Computed, not measured: a molecular structure, C27H30GeN5OsS at a distorted geometry, with ωB97M-V with the def2-TZVPD basis set.

```
65
Properties=species:S:1:pos:R:3
Os 0.6326 0.2312 0.0351
C 5.3428 1.1650 -2.2163
C 4.1065 1.9678 -2.0825
N 3.8696 3.1200 -2.6159
N 2.6015 3.4467 -2.1896
C 2.0529 2.5237 -1.4140
S 0.5189 2.4601 -0.6512
N 3.0099 1.5739 -1.3274
N 2.7789 0.3816 -0.6182
H 6.0371 1.7016 -2.8572
H 5.1155 0.1964 -2.6629
H 5.8130 1.0025 -1.2455
H 2.1767 4.3111 -2.4832
H 2.8236 -0.4160 -1.2622
H 3.4840 0.2754 0.1050
C -2.1286 0.4399 4.6167
C -0.9082 -0.4652 4.4154
C -1.3002 -1.9437 4.5382
C 0.2037 -0.1145 5.4104
C -0.3837 -0.2511 3.0431
N 0.0205 -0.0688 1.9854
H -2.5197 0.2855 5.6226
H -2.9147 0.2027 3.9003
H -1.8616 1.4908 4.5079
H -1.6900 -2.1180 5.5411
H -0.4396 -2.5936 4.3825
H -2.0740 -2.2058 3.8171
H -0.1726 -0.2686 6.4216
H 0.5059 0.9281 5.3121
H 1.0761 -0.7513 5.2658
C -0.2064 -0.7999 -0.9566
Ge -0.5064 -1.6307 -2.7108
C -1.5451 -0.4115 -3.7848
C -1.9064 -0.7764 -5.0847
C -2.6298 0.0971 -5.8839
C -3.0088 1.3373 -5.3875
C -2.6660 1.7035 -4.0940
C -1.9356 0.8333 -3.2933
C -1.2577 -3.3847 -2.5206
C -0.5805 -4.5001 -3.0122
C -1.1459 -5.7649 -2.9025
C -2.3852 -5.9204 -2.3009
C -3.0670 -4.8142 -1.8100
C -2.5081 -3.5500 -1.9212
C 1.3454 -1.6915 -3.3194
C 1.7547 -1.0009 -4.4591
C 3.0846 -1.0319 -4.8685
C 4.0219 -1.7467 -4.1347
C 3.6330 -2.4211 -2.9815
C 2.3017 -2.3958 -2.5778
H -1.6301 -1.7502 -5.4757
H -2.9050 -0.1928 -6.8895
H -3.5799 2.0154 -6.0081
H -2.9735 2.6661 -3.7054
H -1.6730 1.1192 -2.2832
H 0.3876 -4.3871 -3.4858
H -0.6186 -6.6271 -3.2895
H -2.8246 -6.9058 -2.2174
H -4.0367 -4.9369 -1.3453
H -3.0498 -2.6907 -1.5421
H 1.0296 -0.4424 -5.0403
H 3.3847 -0.5086 -5.7676
H 5.0520 -1.7907 -4.4660
H 4.3585 -2.9907 -2.4139
H 2.0022 -2.9407 -1.6887
```

Summary:
- DFT total energy (Eh) = -3886.1142
- spin multiplicity = 1
- total charge = +1
- relative energy (zero: lowest compared OMol25 entry of this formula, charge and spin) (kJ/mol) = 36.5

Löwdin atomic charge list, values in e, 4 entries: 0.88, 0.02, -0.31, 0.15

***

Entry 6:
Computed, not measured: a molecular structure, C27H30MoN2PSe at a distorted geometry, with ωB97M-V with the def2-TZVPD basis set.

```
62
Properties=species:S:1:pos:R:3
Mo 0.0407 1.1399 -0.3241
N -1.7841 2.2299 0.4866
C -2.6989 1.5605 1.4443
C -4.0144 1.9755 1.6063
C -4.7509 1.3727 2.5975
C -4.2509 0.2919 3.3952
C -3.0054 -0.1704 3.1282
C -2.2065 0.4393 2.1388
P -0.8278 -0.4886 1.3575
C -1.4707 -1.3357 -0.1667
C -0.6005 -2.0468 -1.0137
C -1.1476 -2.7118 -2.1325
C -2.4940 -2.7155 -2.3481
C -3.3536 -2.1572 -1.3838
C -2.8460 -1.4029 -0.3417
C 0.0456 -1.4045 2.5367
C 0.0701 -2.8268 2.5753
C 0.7330 -3.4955 3.5736
C 1.3636 -2.7886 4.6154
C 1.3153 -1.3946 4.6205
C 0.6664 -0.6998 3.6147
H -1.3604 3.0441 1.0242
H -2.3656 2.6105 -0.2774
H -4.4757 2.7901 1.1114
H -5.6584 1.9059 2.7856
H -4.9669 -0.1831 4.1238
H -2.6032 -1.0302 3.6284
H 0.4414 -2.1038 -0.7146
H -0.4617 -3.2340 -2.7696
H -2.9920 -3.2273 -3.1127
H -4.4708 -2.1429 -1.5591
H -3.5903 -0.9626 0.2757
H -0.1730 -3.3463 1.7112
H 0.7417 -4.5997 3.5749
H 1.8794 -3.3924 5.3625
H 1.8157 -0.8042 5.3336
H 0.6400 0.3421 3.6787
N -0.9610 1.2749 -2.2386
H -1.8715 0.8164 -2.1817
H -0.4142 0.7755 -2.9047
H -1.1403 2.1948 -2.5993
C 4.5367 0.7084 -4.4742
C 3.6072 0.9020 -3.3252
C 3.5439 -0.0276 -2.2318
C 2.9431 0.2678 -1.0420
C 3.0175 -0.8390 0.0153
C 2.2713 1.5473 -0.9488
Se 1.8973 2.1164 0.8973
C 2.2019 2.4614 -2.0497
C 1.6173 3.8204 -1.9213
C 2.8193 2.0761 -3.2463
H 4.1414 1.1531 -5.4207
H 4.6212 -0.3083 -4.7733
H 5.4883 1.1337 -4.2354
H 4.1390 -0.9173 -2.3124
H 2.3497 -0.8175 0.8651
H 4.0721 -0.8723 0.4224
H 3.0086 -1.7858 -0.5279
H 2.0911 4.4474 -1.1993
H 0.5516 3.8291 -1.7210
H 1.6623 4.2679 -2.8894
H 2.6228 2.7378 -4.1134
```

Summary:
- DFT total energy (Eh) = -3966.3449
- spin multiplicity = 3
- <S²> = 2.126
- total charge = +3

Löwdin atomic charge list, values in e, 4 entries: 1.13, -0.03, -0.29, -0.01

***

Entry 7:
Computed, not measured: a single C27H30N2O5 molecule, with ωB97M-V with the def2-TZVPD basis set.

```
64
Properties=species:S:1:pos:R:3
C -2.3135 -3.4451 0.7508
C -3.5253 -2.6720 0.3071
O -4.5623 -3.2030 -0.0163
N -3.3783 -1.2954 0.2870
C -2.2439 -0.5721 0.6319
C -2.4752 0.7585 0.5228
C -3.8391 0.9163 0.0930
C -4.6394 2.0273 -0.1526
C -5.9440 1.8233 -0.5527
C -6.4549 0.5370 -0.7076
C -5.6824 -0.5819 -0.4583
C -4.3726 -0.3810 -0.0532
H -6.0821 -1.5756 -0.5698
H -7.4795 0.4106 -1.0240
H -6.5825 2.6727 -0.7478
H -4.2517 3.0273 -0.0248
C -1.5427 1.8961 0.8225
C -0.2744 1.4096 1.4440
C 0.9310 1.6595 0.9367
O 1.1422 2.3580 -0.2364
C 0.0383 2.3050 -1.1180
O -0.1590 1.0348 -1.6467
C 0.9471 0.4738 -2.3418
C 1.7192 -0.5371 -1.4890
H 2.6184 -0.8431 -2.0279
H 2.0396 -0.0582 -0.5652
C 0.8479 -1.7501 -1.1629
H -0.1769 -1.4033 -1.0184
C 1.2880 -2.5005 0.1056
H 0.9640 -3.5449 0.0342
O 0.6890 -2.0005 1.2769
H 1.2077 -1.2655 1.6474
H 2.3812 -2.4902 0.1827
H 0.8570 -2.4384 -2.0101
H 1.6151 1.2739 -2.6837
H 0.5251 -0.0325 -3.2159
C -1.2455 2.7552 -0.4230
H -1.1087 3.7986 -0.1342
H -2.0632 2.6848 -1.1378
H 0.3161 3.0175 -1.9173
C 2.1802 1.1272 1.5487
O 2.1711 0.1868 2.3308
N 3.2998 1.7593 1.1524
H 3.2058 2.4323 0.4061
C 4.6206 1.2364 1.4477
C 5.0096 0.2099 0.4125
C 5.4308 0.6130 -0.8486
C 5.7156 -0.3247 -1.8251
C 5.5797 -1.6752 -1.5499
C 5.1592 -2.0837 -0.2957
C 4.8708 -1.1451 0.6803
H 4.5311 -1.4609 1.6557
H 5.0544 -3.1364 -0.0777
H 5.8021 -2.4075 -2.3118
H 6.0444 -0.0018 -2.8020
H 5.5409 1.6666 -1.0655
H 5.3269 2.0695 1.4643
H 4.5697 0.7763 2.4369
H -0.3435 0.8296 2.3497
H -2.0560 2.5363 1.5544
H -1.3451 -1.0668 0.9439
H -1.4940 -3.2921 0.0536
H -2.5703 -4.5008 0.7766
H -1.9813 -3.1277 1.7359
```

Summary:
- DFT total energy (Eh) = -1532.6232
- spin multiplicity = 1
- relative energy (zero: lowest compared OMol25 entry of this formula, charge and spin) (kJ/mol) = 1.3

Löwdin atomic charge list, values in e, 4 entries: 0.02, -0.43, 0.09, 0.05